No. 1
Molecular formula: C5H10O
Method: DFT, wB97M-V/def2-TZVPD

Element x y z (Å)
1 C -1.6318 0.9972 0.1994
2 C -1.5241 -0.5141 0.4270
3 C -0.1105 -0.9951 0.8022
4 C 0.7816 -0.9238 -0.3717
5 C 2.3438 0.3985 -1.0830
6 O 1.9709 -0.4629 -0.0024
7 H -1.0424 1.3209 -0.6673
8 H -1.2814 1.5594 1.0735
9 H -2.6726 1.2915 0.0160
10 H -1.8610 -1.0401 -0.4746
11 H -2.1958 -0.8012 1.2418
12 H -0.1309 -2.0654 1.0370
13 H 0.2934 -0.4297 1.6529
14 H 1.6133 0.0724 -1.8383
15 H 3.3856 0.3049 -1.3804
16 H 2.1155 1.4101 -0.7310

Summary:
Multiplicity   1

No. 2
Molecular formula: CH2N2O2
Method: DFT, wB97M-V/def2-TZVPD

Element x y z (Å)
1 N -0.1246 -0.5465 -2.6469
2 N -0.6292 -1.5196 -2.4939
3 O -1.1474 -2.5335 -2.3298
4 C 0.0761 0.1109 0.7804
5 O 0.3742 0.2179 1.9294
6 H 0.1803 0.9274 0.0464
7 H -0.3231 -0.8324 0.3602

Summary:
Multiplicity   1

For reference, DFT total energy by record: -271.6190, -299.2040 Eh.
For reference, orbital gap by record: 9.1, 11.1 eV.
For reference, HOMO by record: -0.3035, -0.3797 Ha.